Record 1
2 unconnected molecules or ions with the total composition C3H11N3O in a non-equilibrium geometry. Source: the Open Molecules 2025 dataset; level of theory: ωB97M-V with the def2-TZVPD basis set.

The total energy is -9802.949 eV. The value obtained for the HOMO-LUMO gap (alpha / beta) is 9.570 / 9.571 eV. Its spin multiplicity is 1. The LUMO energy (alpha / beta) comes out at 0.874 / 0.874 eV. The value obtained for the energy relative to the best compared isomer or geometry (same formula, charge and spin) is 487.5 kJ/mol.

Positions of all 18 atoms, in Å:
1 C -1.126 0.790 -0.599
2 C -1.176 -0.943 -0.984
3 C -1.252 1.063 0.882
4 N 1.956 0.351 0.503
5 N 2.124 -0.094 -0.677
6 N 1.759 -0.603 1.425
7 O 1.666 -1.195 -1.099
8 H 2.294 0.652 -1.360
9 H 2.143 -0.383 2.328
10 H 1.695 -1.555 1.072
11 H -2.033 1.084 -1.127
12 H -0.339 1.369 -1.082
13 H -2.034 -1.228 -0.379
14 H -0.444 -1.681 -0.689
15 H -1.417 -0.974 -2.043
16 H -0.887 2.053 1.143
17 H -2.276 0.936 1.230
18 H -0.653 0.358 1.457

***

Record 2
A molecular structure, C16H30Ag2CuN2O18S2 in a non-equilibrium geometry. Source: the Open Molecules 2025 dataset; level of theory: ωB97M-V with the def2-TZVPD basis set.

The total energy is -131177.113 eV. As for the expectation value of S²: 2.020. As for the total charge: +3. The value obtained for the HOMO-LUMO gap (alpha / beta) is 7.073 / 2.871 eV. Its spin multiplicity is 3. The LUMO energy (alpha / beta) comes out at -9.762 / -13.964 eV. The value obtained for the energy relative to the best compared isomer or geometry (same formula, charge and spin) is 0.0 kJ/mol.

Positions of all 71 atoms, in Å:
1 Ag 2.962 2.315 1.247
2 Ag 3.420 -1.264 0.701
3 Cu 2.246 -4.519 -0.408
4 O 1.620 0.466 0.804
5 C 0.378 -0.251 0.907
6 C 0.360 -1.709 0.276
7 O 1.419 -2.583 0.576
8 H -0.480 0.388 0.696
9 H 0.131 -0.468 1.946
10 H 0.321 -1.529 -0.799
11 H -0.618 -2.094 0.563
12 C -1.454 -5.271 2.849
13 N -2.093 -4.548 3.968
14 O -3.069 -5.079 4.444
15 O -1.555 -3.473 4.244
16 H -2.052 -6.141 2.576
17 H -0.484 -5.578 3.241
18 H -1.319 -4.563 2.032
19 C -3.322 -2.837 -0.247
20 N -3.445 -1.774 0.685
21 O -3.403 -2.020 1.893
22 O -3.568 -0.631 0.224
23 H -2.609 -2.553 -1.021
24 H -4.358 -2.885 -0.583
25 H -3.111 -3.773 0.270
26 O 3.139 -1.461 2.902
27 C 2.811 -1.564 4.091
28 O 3.536 -1.006 5.069
29 C 2.812 -1.036 6.208
30 C 1.686 -2.170 6.023
31 C 1.476 -2.078 4.557
32 H 2.370 -0.046 6.324
33 H 3.490 -1.058 7.061
34 H 0.864 -1.955 6.706
35 H 2.077 -3.181 6.137
36 H 0.851 -1.188 4.483
37 H 1.076 -2.936 4.017
38 O 2.646 2.186 -1.347
39 C 2.905 3.080 -2.133
40 O 1.923 3.937 -2.654
41 C 2.489 4.956 -3.579
42 C 3.854 4.374 -3.958
43 C 4.340 3.626 -2.638
44 H 2.463 6.017 -3.330
45 H 1.893 4.916 -4.491
46 H 4.584 5.152 -4.181
47 H 3.857 3.683 -4.800
48 H 4.610 4.289 -1.817
49 H 5.092 2.837 -2.640
50 C -1.395 3.192 -1.442
51 C -2.257 2.421 -0.444
52 O -3.540 2.997 -0.296
53 S -3.849 4.120 -1.409
54 O -4.381 5.444 -0.921
55 O -4.389 3.526 -2.629
56 O -2.241 4.299 -1.674
57 H -1.296 2.609 -2.358
58 H -0.416 3.465 -1.047
59 H -1.756 2.296 0.516
60 H -2.422 1.399 -0.784
61 C -0.270 -0.306 -3.532
62 C -0.742 0.114 -5.000
63 O -2.017 -0.543 -5.178
64 S -2.821 -0.632 -3.740
65 O -3.792 -1.746 -3.610
66 O -3.180 0.732 -3.361
67 O -1.397 -1.013 -2.960
68 H -0.187 0.578 -2.900
69 H 0.603 -0.931 -3.346
70 H -0.154 -0.211 -5.858
71 H -0.863 1.191 -5.119

***

Record 3
3 unconnected molecules or ions with the total composition C19H35F2N4O6S2Si in a non-equilibrium geometry. Source: the Open Molecules 2025 dataset; level of theory: ωB97M-V with the def2-TZVPD basis set.

The total energy is -73487.077 eV. As for the total charge: +1. The value obtained for the HOMO-LUMO gap is 7.598 eV. Its spin multiplicity is 1. The LUMO energy comes out at -3.755 eV.

Positions of all 69 atoms, in Å:
1 C -4.230 3.983 1.110
2 Si -4.592 2.082 1.110
3 C -6.500 1.711 1.130
4 C -3.956 1.257 -0.536
5 C -2.379 1.532 -0.630
6 C -1.589 0.454 -1.539
7 F -0.209 0.781 -1.615
8 F -2.176 0.518 -2.847
9 C -1.789 -0.958 -0.818
10 N -1.058 -1.368 0.344
11 C -1.669 -2.670 0.583
12 N -1.237 -3.342 1.660
13 N -2.663 -2.971 -0.404
14 N -2.765 -1.931 -1.297
15 C -3.744 1.162 2.571
16 C -4.503 -0.051 3.183
17 C -4.013 -0.895 4.383
18 C -2.648 -0.489 5.031
19 C -1.835 0.704 4.425
20 C -2.377 1.531 3.201
21 H -5.145 4.502 1.555
22 H -4.153 4.349 0.016
23 H -3.262 4.235 1.683
24 H -6.986 1.937 2.135
25 H -6.619 0.605 0.810
26 H -6.968 2.340 0.297
27 H -4.243 0.149 -0.433
28 H -4.553 1.649 -1.442
29 H -1.911 1.460 0.427
30 H -2.210 2.602 -0.997
31 H -1.317 -4.353 1.818
32 H -0.793 -2.783 2.407
33 H -3.215 -3.836 -0.401
34 H -3.406 -1.832 -2.104
35 H -5.515 -0.333 2.720
36 H -4.652 -1.758 4.787
37 H -2.300 -1.120 5.910
38 H -0.832 0.989 4.904
39 H -1.755 2.406 2.784
40 O 4.340 -2.518 -3.308
41 S 4.025 -1.666 -4.427
42 O 4.799 -0.495 -4.734
43 O 2.462 -1.252 -4.345
44 C 1.994 -0.615 -3.155
45 C 2.450 0.830 -3.079
46 C 3.921 -2.661 -5.888
47 H 2.306 -1.177 -2.269
48 H 0.903 -0.643 -3.187
49 H 3.535 0.896 -2.977
50 H 2.002 1.335 -2.222
51 H 2.180 1.368 -3.992
52 H 3.307 -3.536 -5.681
53 H 4.934 -2.967 -6.152
54 H 3.493 -2.062 -6.691
55 O 3.272 0.417 1.735
56 S 4.643 0.859 1.799
57 O 5.088 2.053 1.134
58 O 5.607 -0.368 1.372
59 C 5.400 -0.986 0.100
60 C 5.901 -0.117 -1.037
61 C 5.135 0.951 3.497
62 H 4.345 -1.244 -0.033
63 H 5.962 -1.923 0.107
64 H 5.315 0.802 -1.120
65 H 5.830 -0.645 -1.990
66 H 6.940 0.178 -0.869
67 H 4.836 0.036 4.005
68 H 4.632 1.811 3.941
69 H 6.215 1.090 3.543

***

Record 4
A single C2H5NO2 molecule in a non-equilibrium geometry. Source: the Open Molecules 2025 dataset; level of theory: ωB97M-V with the def2-TZVPD basis set.

The total energy is -7735.478 eV. Its structure (SMILES) is C=[N+]([O-])OC. The value obtained for the HOMO-LUMO gap is 10.262 eV. Its spin multiplicity is 1. The LUMO energy comes out at 0.897 eV. The value obtained for the energy relative to the best compared isomer or geometry (same formula, charge and spin) is 508.8 kJ/mol.

Positions of all 10 atoms, in Å:
1 C 1.297 -1.192 -0.082
2 N 1.800 -0.026 -0.130
3 O 2.959 0.322 -0.017
4 O 0.935 1.147 -0.166
5 C -0.480 1.110 0.106
6 H 1.918 -2.065 -0.117
7 H 0.252 -1.281 -0.386
8 H -0.867 1.898 -0.649
9 H -0.600 1.523 1.120
10 H -0.830 0.160 -0.034